Entry A
An isolated molecule of C3H7N3S. Source: OMol25; level of theory: wB97M-V/def2-TZVPD.

The calculation puts the HOMO energy at -0.34047 hartree. The SMILES is [H]/N=C(/NN)[C@@H]1CS1. The charge is 0. For the LUMO energy, the calculation gives 0.85 eV. As for the multiplicity: 1.

```
14
C3H7N3S | OMol25 | wB97M-V/def2-TZVPD
H -1.4600 -1.0010 0.4817
N -0.7120 -1.4525 -0.0322
C 0.1826 -0.5854 -0.3017
N 1.3276 -0.9543 -0.9902
N 1.3851 -2.2335 -1.5778
C 0.2097 0.8660 0.1093
C 0.1439 1.1794 1.5631
S -1.3258 1.6519 0.6267
H 1.8000 -0.2462 -1.5088
H 0.4183 -2.4990 -1.8185
H 1.6741 -2.8878 -0.8505
H 0.8111 1.5331 -0.5192
H 0.0225 0.3807 2.2392
H 0.7240 2.0121 1.9264
```

Entry B
An isolated molecule of C3H7N3S. Source: OMol25; level of theory: wB97M-V/def2-TZVPD.

The calculation puts the HOMO energy at -0.30937 hartree. The SMILES is [H]/N=C/NC/C=N\S. The charge is 0. For the LUMO energy, the calculation gives 0.62 eV. As for the multiplicity: 1.

```
14
C3H7N3S | OMol25 | wB97M-V/def2-TZVPD
H 1.1479 -2.6260 -0.1992
N 0.7494 -1.7343 0.0317
C 1.4896 -0.7537 -0.3473
N 1.1917 0.5471 -0.1046
C -0.0281 0.8642 0.6265
C -1.2204 1.2638 -0.2778
N -2.2775 0.6312 -0.4883
S -2.5374 -1.0169 0.0406
H 2.4178 -0.8581 -0.8843
H 1.8246 1.3110 -0.3433
H 0.0893 1.7287 1.3538
H -0.3163 -0.0223 1.1873
H -1.2202 2.2607 -0.6962
H -1.3104 -1.5954 0.1009
```

Most stable structure - entry A; separation to the second - 0.0024 hartree.

Entry A
An isolated molecule of C5H15N3. Source: OMol25; level of theory: wB97M-V/def2-TZVPD.

The calculation puts the HOMO energy at -0.32148 hartree. The SMILES is CC[C@H](C)C(N)(N)N. The charge is 0. For the LUMO energy, the calculation gives 0.91 eV. As for the multiplicity: 1.

```
23
C5H15N3 | OMol25 | wB97M-V/def2-TZVPD
C -2.6921 0.1994 0.6241
C -1.1381 0.5381 0.7259
C -0.3306 -0.3917 -0.1476
C -0.1644 -1.7775 0.4567
C 1.1300 0.2701 -0.4056
N 1.8374 0.4313 0.8382
N 0.9258 1.5801 -1.0347
N 1.8824 -0.6578 -1.2245
H -3.2482 0.9107 1.2302
H -3.0344 0.2679 -0.4062
H -2.8886 -0.8014 0.9990
H -0.8385 0.4329 1.7688
H -0.9949 1.5716 0.4108
H -0.8034 -0.4703 -1.1325
H 0.4510 -2.3908 -0.1953
H 0.3345 -1.6998 1.4182
H -1.1298 -2.2643 0.5706
H 2.7759 0.7837 0.6758
H 1.3571 1.1047 1.4212
H 1.8137 1.9990 -1.2994
H 0.3510 1.5040 -1.8660
H 2.8705 -0.4345 -1.2519
H 1.5340 -0.7054 -2.1755
```

Entry B
An isolated molecule of C5H15N3. Source: OMol25; level of theory: wB97M-V/def2-TZVPD.

The calculation puts the HOMO energy at -0.31611 hartree. The SMILES is C[C@@H](CN)NCCN. The charge is 0. For the LUMO energy, the calculation gives 1.12 eV. As for the multiplicity: 1.

```
23
C5H15N3 | OMol25 | wB97M-V/def2-TZVPD
C -1.2435 2.0694 1.0647
C -0.8200 0.8522 0.2275
C 0.2295 1.1835 -0.8277
N 1.4914 1.7858 -0.3708
N -0.5872 -0.2810 1.1323
C -0.4795 -1.5763 0.4832
C 0.8692 -1.9115 -0.1783
N 0.7368 -2.2910 -1.5766
H -0.5634 2.9191 1.0031
H -1.3772 1.7643 2.0868
H -2.2090 2.5126 0.7945
H -1.7082 0.5616 -0.3406
H 0.4070 0.3123 -1.4515
H -0.2280 1.9173 -1.4959
H 2.2297 1.1148 -0.1815
H 1.3267 2.2587 0.5096
H 0.2351 -0.0984 1.6999
H -1.3013 -1.6450 -0.2342
H -0.7551 -2.3392 1.2211
H 1.3169 -2.7357 0.3468
H 1.4492 -0.9995 -0.0895
H 1.1652 -3.1611 -1.8393
H -0.1840 -2.2129 -1.9837
```

Most stable structure - entry A; separation to the second - 0.0397 hartree.

Entry A
A structure of composition C5H15N3. Source: OMol25; level of theory: wB97M-V/def2-TZVPD.

The calculation puts the HOMO energy at -0.31153 hartree. The charge is 0. For the LUMO energy, the calculation gives 0.97 eV. As for the multiplicity: 1.

```
23
C5H15N3 | OMol25 | wB97M-V/def2-TZVPD
N -2.8730 -0.7394 0.7264
C -2.5803 0.6378 -0.0417
C -1.1332 1.0473 0.2971
N -0.0664 0.2831 -0.4218
C -0.4083 -0.9714 -1.0924
C 1.1112 0.0005 0.3852
C 2.4500 0.3518 -0.2567
N 3.5507 -0.4233 0.3600
H -3.8623 -0.8714 0.4918
H -2.7376 0.7540 -1.1263
H -3.1959 1.4247 0.4208
H -2.3374 -0.6214 -0.2699
H -0.9362 2.0842 0.0334
H -1.0458 0.8456 1.3645
H -0.7450 -1.7471 -0.3538
H -1.1039 -0.8923 -1.9321
H 0.4414 -1.5116 -1.5346
H 1.1164 0.5193 1.3416
H 1.1134 -1.0656 0.6521
H 2.5793 1.4368 -0.1357
H 2.3541 0.1114 -1.3271
H 3.1261 -1.1287 0.9467
H 4.1961 0.1375 0.8918
```

Entry B
A cluster of 2 separate species, C5H15N3 in total. Source: OMol25; level of theory: wB97M-V/def2-TZVPD.

The calculation puts the HOMO energy at -0.28917 hartree. The SMILES is C/C=C/N.NCCN. The charge is 0. For the LUMO energy, the calculation gives 1.00 eV. As for the multiplicity: 1.

```
23
C5H15N3 | OMol25 | wB97M-V/def2-TZVPD
C -1.3674 2.5785 -1.5607
C -1.5983 1.5444 -0.4988
C -2.8014 1.2030 -0.0636
N -3.0714 0.1521 0.8363
H -2.3040 3.0378 -1.8852
H -0.7101 3.3785 -1.2010
H -0.8775 2.1409 -2.4364
H -0.7115 1.0220 -0.1554
H -3.7007 1.6592 -0.4660
H -3.7733 0.3809 1.5246
H -2.2365 -0.1677 1.3081
N 2.2435 -3.1774 0.4044
C 1.6120 -1.8715 0.5441
C 2.5325 -0.7867 0.0218
N 1.8509 0.5142 0.0709
H 1.5994 -3.9128 0.6718
H 3.0468 -3.2527 1.0159
H 1.3164 -1.6202 1.5756
H 0.6863 -1.8597 -0.0370
H 3.4557 -0.7914 0.6043
H 2.7769 -1.0089 -1.0148
H 1.8802 0.8645 1.0244
H 2.4010 1.1774 -0.4652
```

Entry C
An isolated molecule of C5H15N3. Source: OMol25; level of theory: wB97M-V/def2-TZVPD.

The calculation puts the HOMO energy at -0.27652 hartree. The SMILES is CC[C@@H](N)CN(C)N. The charge is 0. For the LUMO energy, the calculation gives 0.96 eV. As for the multiplicity: 1.

```
23
C5H15N3 | OMol25 | wB97M-V/def2-TZVPD
C -2.1004 -2.0446 0.1604
C -1.6551 -1.0474 -0.8888
C -0.2080 0.0958 -0.8228
N -0.5925 1.4477 -0.8965
C 0.3133 -0.4389 0.4436
N 1.7920 0.3637 0.8531
C 1.6046 1.6504 1.4965
N 2.7252 0.5251 -0.2216
H -1.3245 -2.7997 0.3294
H -2.3279 -1.5572 1.1128
H -2.9967 -2.5894 -0.1607
H -2.4982 -0.3914 -1.1309
H -1.4218 -1.5739 -1.8194
H 0.3949 -0.1789 -1.6895
H -0.8984 1.7559 -1.8117
H -1.1702 1.7737 -0.1319
H -0.2959 -0.2395 1.3237
H 0.6687 -1.4636 0.3651
H 1.2077 2.4369 0.8320
H 2.5546 2.0353 1.8925
H 0.9262 1.5488 2.3509
H 2.3193 1.0753 -0.9891
H 2.9832 -0.3843 -0.5972
```

Most stable structure - entry B; separation to the second - 0.0805 hartree.

Entry A
An isolated molecule of C5H15N3. Source: OMol25; level of theory: wB97M-V/def2-TZVPD.

The calculation puts the HOMO energy at -0.27593 hartree. The SMILES is CC(C)NC(C)(N)N. The charge is 0. For the LUMO energy, the calculation gives 1.07 eV. As for the multiplicity: 1.

```
23
C5H15N3 | OMol25 | wB97M-V/def2-TZVPD
C -1.0586 -0.5371 2.2835
C -0.8607 -0.8643 0.8048
C -2.0729 -0.4161 0.0077
N 0.5683 -0.4355 0.3934
C 0.9424 0.2905 -0.7837
C 2.0422 1.3033 -0.4622
N -0.1645 0.9708 -1.3747
N 1.4000 -0.6645 -1.7428
H -1.9806 -0.9871 2.6666
H -0.2370 -0.9387 2.8852
H -1.0961 0.5457 2.4427
H -0.7880 -1.9526 0.7104
H -1.9939 -0.7171 -1.0402
H -2.9831 -0.8796 0.4064
H -2.2259 0.6654 0.0744
H 1.2583 -0.4576 1.1368
H 2.3512 1.8495 -1.3597
H 2.9223 0.8059 -0.0421
H 1.6892 2.0361 0.2716
H -0.5782 0.6665 -2.2507
H -0.4076 1.9151 -1.0922
H 0.9168 -1.5506 -1.8517
H 2.3564 -0.6481 -2.0837
```

Entry B
An isolated molecule of C5H15N3. Source: OMol25; level of theory: wB97M-V/def2-TZVPD.

The calculation puts the HOMO energy at -0.27728 hartree. The SMILES is C[C@@H](N)C[C@@H](N)CN. The charge is 0. For the LUMO energy, the calculation gives 1.11 eV. As for the multiplicity: 1.

```
23
C5H15N3 | OMol25 | wB97M-V/def2-TZVPD
C -2.3356 0.0446 1.0494
C -1.8228 -0.1056 -0.3706
N -1.7082 1.1656 -1.0587
C -0.2468 -0.8805 -0.4866
C 0.7178 -0.0239 0.2123
N 0.7532 -0.1586 1.6248
C 2.2331 -0.5439 -0.5836
N 3.1968 0.5223 -0.6951
H -1.6656 0.6813 1.6256
H -2.4059 -0.9260 1.5377
H -3.3283 0.5064 1.0652
H -2.4712 -0.8032 -0.9254
H -2.3388 1.8734 -0.7003
H -1.8885 1.0766 -2.0548
H -0.0856 -0.9015 -1.5619
H -0.3423 -1.8673 -0.0399
H 0.5799 1.0290 -0.0455
H 1.3176 0.5371 2.0929
H 0.8513 -1.1142 1.9433
H 2.6384 -1.3125 0.0789
H 2.1272 -0.9978 -1.5698
H 3.3526 0.9656 0.2050
H 2.8717 1.2331 -1.3427
```

Most stable structure - entry A; separation to the second - 0.0120 hartree.

Entry A
An isolated molecule of C5H7N3. Source: OMol25; level of theory: wB97M-V/def2-TZVPD.

The calculation puts the HOMO energy at -0.29382 hartree. The SMILES is [H]/N=C/N1C=C[C@H]2CN21. The charge is 0. For the LUMO energy, the calculation gives 1.04 eV. As for the multiplicity: 1.

```
15
C5H7N3 | OMol25 | wB97M-V/def2-TZVPD
H -3.7280 -0.3855 -0.1770
N -2.9185 0.1561 0.0146
C -1.8847 -0.5560 -0.1535
N -0.6228 -0.0676 0.0441
C -0.2217 1.2583 0.1939
C 1.0896 1.3675 -0.0964
C 1.6012 0.0443 -0.5190
C 1.5687 -1.0063 0.5372
N 0.4507 -0.9201 -0.3814
H -1.9083 -1.5642 -0.5249
H -0.9507 1.9727 0.5272
H 1.6457 2.2980 -0.1292
H 2.2931 0.0045 -1.3470
H 2.1538 -1.9389 0.4460
H 1.4320 -0.6629 1.5653
```

Entry B
An isolated molecule of C5H7N3. Source: OMol25; level of theory: wB97M-V/def2-TZVPD.

The calculation puts the HOMO energy at -0.31060 hartree. The SMILES is N[C@H]1Cc2[nH]ncc21. The charge is 0. For the LUMO energy, the calculation gives 0.61 eV. As for the multiplicity: 1.

```
15
C5H7N3 | OMol25 | wB97M-V/def2-TZVPD
N -0.0871 1.1833 1.9464
C 0.4722 0.2214 1.0001
C -0.8257 -0.7531 0.7908
C -0.5295 -0.3729 -0.7442
N -0.4701 -0.7892 -2.0549
N 0.5306 -0.1045 -2.6520
C 1.1781 0.7484 -1.7288
C 0.4270 0.5354 -0.4644
H -0.9215 1.8850 2.0148
H -0.2340 0.6295 2.8814
H 1.3167 -0.2198 1.4124
H -0.7577 -1.9536 0.9743
H -1.6979 -0.3869 1.3701
H -0.3907 -1.9107 -2.6446
H 1.9897 1.2877 -2.1012
```

Entry C
An isolated molecule of C5H7N3. Source: OMol25; level of theory: wB97M-V/def2-TZVPD.

The calculation puts the HOMO energy at -0.32817 hartree. The SMILES is C=Nn1ccnc1C. The charge is 0. For the LUMO energy, the calculation gives 0.24 eV. As for the multiplicity: 1.

```
15
C5H7N3 | OMol25 | wB97M-V/def2-TZVPD
C 2.6028 -0.1594 0.1048
N 1.3490 -0.5200 -0.1215
N 0.3470 0.1992 0.3066
C 0.1146 1.5813 0.2393
C -1.2403 1.7513 0.0931
N -1.8685 0.4974 -0.0565
C -0.8344 -0.4072 0.0430
C -1.4274 -1.7893 0.1329
H 2.9966 0.7634 0.3019
H 3.5415 -0.8641 -0.4204
H 0.8330 2.3741 -0.2171
H -1.3289 2.9045 -0.5154
H -1.5696 -2.3432 1.2166
H -2.5417 -1.6510 -0.3141
H -0.9735 -2.3370 -0.7932
```

Most stable structure - entry A; separation to the second - 0.1064 hartree.

Entry A
An isolated molecule of C5H7N3. Source: OMol25; level of theory: wB97M-V/def2-TZVPD.

The calculation puts the HOMO energy at -0.30984 hartree. The SMILES is N#C/C=C(/N)N1CC1. The charge is 0. For the LUMO energy, the calculation gives 0.15 eV. As for the multiplicity: 1.

```
15
C5H7N3 | OMol25 | wB97M-V/def2-TZVPD
N 3.3658 -0.0876 -0.4098
C 2.1748 -0.3461 0.1704
C 0.9653 -1.2277 0.4711
C -0.3965 -0.8755 -0.0562
N -1.4430 -1.8449 -0.1883
N -1.1052 0.5699 0.0878
C -0.3536 1.7980 -0.6789
C -0.0829 1.5908 0.7739
H 1.0831 -2.3094 0.7372
H -2.4573 -1.7441 -0.2933
H -0.8555 -2.7884 -0.7618
H -1.2389 2.3978 -1.0047
H 0.5322 1.6506 -1.2269
H 0.7247 1.1366 1.0979
H -0.9131 2.0799 1.2818
```

Entry B
An isolated molecule of C5H7N3. Source: OMol25; level of theory: wB97M-V/def2-TZVPD.

The calculation puts the HOMO energy at -0.34612 hartree. The SMILES is [H]/N=C1/N=C(C)N2C[C@H]12. The charge is 0. For the LUMO energy, the calculation gives 0.35 eV. As for the multiplicity: 1.

```
15
C5H7N3 | OMol25 | wB97M-V/def2-TZVPD
H 0.6061 -0.1166 -3.1817
N 0.3551 0.8282 -2.6194
C -0.0501 0.4085 -1.4430
N -0.1528 1.2672 -0.3129
C -0.4038 0.4369 0.6956
C -0.4697 1.1433 1.9664
N -0.4743 -0.9282 0.5036
C 0.7729 -1.4480 0.0701
C -0.2841 -0.9951 -0.9989
H -1.3505 0.8536 2.5540
H 0.6052 1.0578 2.6409
H -0.6460 2.3140 1.6143
H 0.9225 -2.5434 0.1554
H 1.5982 -0.8367 0.0471
H -1.0287 -1.4413 -1.6914
```

Most stable structure - entry B; separation to the second - 0.1567 hartree.

Entry A
An isolated molecule of H2NO4P. Source: OMol25; level of theory: wB97M-V/def2-TZVPD.

The calculation puts the HOMO energy at -0.37161 hartree. The charge is 0. For the LUMO energy, the calculation gives -0.17 eV. As for the multiplicity: 1.

```
8
H2NO4P | OMol25 | wB97M-V/def2-TZVPD
N -1.1651 -0.0452 -0.0827
O -1.8027 -1.1117 -0.0290
O -1.6492 1.0510 0.0854
O 1.0587 -1.2338 0.3142
O 1.0283 1.2809 0.2155
P 0.5689 -0.0141 -0.6802
H 0.8192 -2.1577 0.0660
H 1.1419 2.2306 0.1108
```

Entry B
An isolated molecule of H2NO4P. Source: OMol25; level of theory: wB97M-V/def2-TZVPD.

The calculation puts the HOMO energy (spin up / spin down) at -0.35513 / -0.35511 hartree. The SMILES is O=NP(=O)(O)O. The charge is 0. For the LUMO energy (spin up / spin down), the calculation gives -0.79 / -0.79 eV. As for the multiplicity: 1.

```
8
H2NO4P | OMol25 | wB97M-V/def2-TZVPD
O 2.9530 -0.0955 -0.2279
N 2.0698 -0.3422 0.5373
P 0.4492 -0.5527 -0.0377
O -0.2897 -1.7967 0.1895
O 0.3066 0.7218 1.0663
O 0.2271 0.0779 -1.4829
H 0.2807 0.1095 1.8136
H -0.4661 -0.4987 -1.6904
```

Entry C
An isolated molecule of H2NO4P. Source: OMol25; level of theory: wB97M-V/def2-TZVPD.

The calculation puts the HOMO energy (spin up / spin down) at -0.36144 / -0.35964 hartree. The SMILES is O=NP(=O)(O)O. The charge is 0. For the LUMO energy (spin up / spin down), the calculation gives -1.30 / -1.30 eV. As for the multiplicity: 1.

```
8
H2NO4P | OMol25 | wB97M-V/def2-TZVPD
O 2.0259 1.2725 0.3561
N 1.4286 0.2850 0.6299
P 0.0264 -0.3032 -0.2659
O 0.4597 -1.1646 -1.3412
O -0.7883 -1.0586 0.9670
O -0.8996 1.0071 -0.7580
H -0.7497 -0.4465 1.7142
H -1.5030 0.4084 -1.3022
```

Most stable structure - entry C; separation to the second - 0.0180 hartree.